Computed, not measured: a molecular structure, C6H11O5 at a distorted geometry, with the ωB97M-V functional and the def2-TZVPD basis.

The max |F| is 2.8 eV Å⁻¹. The value obtained for the LUMO energy (alpha / beta) is -0.825 / -1.192 eV. As for the expectation value of S²: 1.0964. The spin multiplicity is 2. Its energy above the lowest of the compared OMol25 structures with the same formula, charge and spin is 1.6 kcal per mole. The orbital gap (alpha / beta) comes out at 9.545 / 9.326 eV. The highest occupied orbital energy (alpha / beta) is -10.37 / -10.52 eV.

```
22
Properties=species:S:1:pos:R:3:mulliken_spin:R:1
C -3.34 -1.91 0.01 0.00
C -1.90 -1.59 -0.38 0.00
C -1.48 -0.22 0.10 -0.01
C 0.01 0.08 -0.14 0.03
O 0.84 -0.87 0.49 -0.03
C 2.08 -0.90 -0.09 0.00
O 2.34 -0.22 -1.09 0.00
C 3.07 -1.79 0.61 0.00
O 0.39 1.26 0.44 -0.51
O -0.33 2.44 -0.64 0.67
O -1.54 2.48 -0.48 0.84
H -3.60 -2.92 -0.33 0.00
H -3.46 -1.88 1.10 0.00
H -4.04 -1.20 -0.44 0.00
H -1.20 -2.31 0.05 0.00
H -1.76 -1.61 -1.46 0.00
H -2.06 0.57 -0.38 0.01
H -1.66 -0.11 1.19 0.00
H 0.22 0.11 -1.22 0.00
H 2.58 -2.51 1.27 0.00
H 3.66 -2.30 -0.16 0.00
H 3.75 -1.15 1.18 0.00
```